{
  "formula": "C4H11NO2",
  "method": "ωB97M-V with the def2-TZVPD basis set",
  "symbols": ["O", "O", "N", "C", "C", "C", "C", "H", "H", "H", "H", "H", "H", "H", "H", "H", "H", "H"],
  "coordinates": [[-4.302, 3.131, 2.305], [-0.149, 1.378, -0.213], [0.629, 1.367, -2.351], [1.039, -0.601, -0.882], [1.121, -2.533, 0.700], [0.341, -1.285, 0.288], [0.417, 0.808, -1.117], [0.905, -3.510, 0.271], [-3.674, 2.592, 2.749], [0.287, -0.551, 1.079], [0.341, 2.318, -2.521], [-4.044, 4.020, 2.584], [1.029, -2.720, 1.783], [1.342, 0.942, -2.929], [1.166, -1.166, -1.813], [2.191, -2.334, 0.616], [2.087, -0.443, -0.625], [-0.727, -1.413, 0.078]],
  "lowdin_charge": [-0.0476, 0.0493, 0.1455, -0.1429, -0.1115, -0.2541, -0.5326, 0.0673, 0.0098, 0.0979, 0.1056, 0.0376, 0.0694, 0.0972, 0.1143, 0.0653, 0.1126, 0.1168],
  "smiles": "CCCC(N)=O.O",
  "total_charge": 0,
  "e_above_lowest_ev": 0.458,
  "total_energy_ha": -364.25135,
  "max_force_ev_per_a": 1.65
}

***

{
  "formula": "C4H11NO2",
  "method": "ωB97M-V with the def2-TZVPD basis set",
  "symbols": ["O", "O", "N", "C", "C", "C", "C", "H", "H", "H", "H", "H", "H", "H", "H", "H", "H", "H"],
  "coordinates": [[-1.728, -1.113, -2.490], [0.521, -3.154, -0.740], [0.028, 2.782, 0.547], [0.692, 1.428, 0.852], [0.666, -0.943, 0.162], [-0.205, 0.160, 0.789], [0.244, -2.375, 0.129], [1.645, -0.896, 0.670], [1.527, 1.245, 0.103], [-0.177, -2.633, 1.097], [0.079, 3.020, -0.435], [-1.102, 0.408, 0.139], [-0.920, 2.828, 0.841], [-0.849, -1.372, -2.295], [1.077, 1.551, 1.829], [-0.646, -0.103, 1.738], [-1.854, -0.252, -2.050], [1.001, -0.581, -0.888]],
  "lowdin_charge": [-0.0395, 0.0685, -0.0092, -0.2397, -0.2012, -0.2029, -0.2829, 0.1264, 0.1181, 0.1198, 0.0492, 0.1097, 0.0357, -0.0147, 0.0820, 0.0998, 0.0372, 0.1438],
  "smiles": "NCCCC=O.O",
  "total_charge": 0,
  "e_above_lowest_ev": 1.930,
  "total_energy_ha": -364.19725,
  "max_force_ev_per_a": 2.72
}

***

{
  "formula": "C4H11NO2",
  "method": "ωB97M-V with the def2-TZVPD basis set",
  "symbols": ["O", "O", "N", "C", "C", "C", "C", "H", "H", "H", "H", "H", "H", "H", "H", "H", "H", "H"],
  "coordinates": [[0.406, -1.848, 2.296], [2.006, 2.122, 0.053], [0.242, 0.050, -1.517], [-1.378, 0.931, 0.263], [0.269, -1.320, -1.074], [-0.071, 1.168, -0.604], [1.155, 1.315, 0.290], [-1.294, 1.381, 1.244], [-0.128, 2.078, -1.194], [1.158, -1.370, 1.965], [0.488, -1.963, -1.920], [-0.257, 0.135, -2.385], [-1.489, -0.149, 0.231], [-2.192, 1.305, -0.348], [-0.674, -1.751, -0.669], [-0.380, -1.306, 2.393], [0.956, -1.491, -0.247], [1.180, 0.712, 1.224]],
  "lowdin_charge": [-0.0478, 0.0770, -0.0870, -0.0303, -0.1392, -0.3266, -0.2416, 0.0728, 0.1369, 0.0042, 0.0825, 0.1042, 0.0444, 0.0706, 0.0738, 0.0331, 0.0599, 0.1129],
  "smiles": "CN[C@@H](C)C=O.O",
  "total_charge": 0,
  "e_above_lowest_ev": 2.062,
  "total_energy_ha": -364.19240,
  "max_force_ev_per_a": 2.44
}

***

{
  "formula": "C4H11NO2",
  "method": "ωB97M-V with the def2-TZVPD basis set",
  "symbols": ["O", "O", "N", "C", "C", "C", "C", "H", "H", "H", "H", "H", "H", "H", "H", "H", "H", "H"],
  "coordinates": [[1.190, 1.339, -0.474], [-2.762, 0.026, -0.802], [-0.152, -1.262, -0.704], [1.737, -0.500, 1.148], [0.745, 0.539, 0.652], [-0.537, -0.159, 0.156], [-1.544, 0.734, -0.548], [-1.135, 1.172, -1.482], [2.447, -0.087, 1.863], [-2.622, -0.403, -1.657], [2.099, 1.512, -0.191], [0.371, -0.992, -1.528], [0.483, 1.145, 1.533], [-0.883, -1.947, -0.823], [-1.979, 1.579, 0.083], [-1.038, -0.494, 1.066], [1.349, -1.443, 1.510], [2.231, -0.758, 0.200]],
  "lowdin_charge": [-0.0391, -0.0850, 0.0558, -0.0601, -0.3977, -0.3642, -0.2331, 0.1233, 0.0761, 0.0764, 0.0897, 0.0904, 0.1391, 0.0771, 0.1423, 0.1475, 0.0795, 0.0821],
  "smiles": "C[C@@H](O)[C@H](N)CO",
  "total_charge": 0,
  "e_above_lowest_ev": 1.561,
  "total_energy_ha": -364.21081,
  "max_force_ev_per_a": 2.40
}

***

{
  "formula": "C4H11NO2",
  "method": "ωB97M-V with the def2-TZVPD basis set",
  "symbols": ["O", "O", "N", "C", "C", "C", "C", "H", "H", "H", "H", "H", "H", "H", "H", "H", "H", "H"],
  "coordinates": [[-1.163, -0.961, -1.941], [-0.295, -1.470, -0.948], [-2.011, 0.579, 0.158], [-0.995, 0.231, 0.814], [2.059, 0.258, -1.335], [-0.927, -0.529, 2.097], [1.798, 1.265, -0.488], [2.869, -0.430, -1.135], [2.334, 1.376, 0.444], [0.657, -1.154, -1.277], [1.748, 0.328, -2.367], [-1.919, -0.823, 2.439], [-0.027, 0.650, 0.460], [-1.656, -0.261, -1.444], [-0.449, 0.071, 2.869], [-0.337, -1.437, 1.941], [-2.891, 0.191, 0.501], [1.206, 2.115, -0.788]],
  "lowdin_charge": [-0.1125, -0.1658, 0.0648, -0.3174, -0.0922, -0.0602, -0.0674, 0.0653, 0.0632, 0.0883, 0.0701, 0.0753, 0.0612, 0.0367, 0.0749, 0.0801, 0.0681, 0.0675],
  "smiles": "[H]/N=C\\C.C=C.OO",
  "total_charge": 0,
  "e_above_lowest_ev": 5.431,
  "total_energy_ha": -364.06857,
  "max_force_ev_per_a": 3.21
}

***

{
  "formula": "C4H11NO2",
  "method": "ωB97M-V with the def2-TZVPD basis set",
  "symbols": ["O", "O", "N", "C", "C", "C", "C", "H", "H", "H", "H", "H", "H", "H", "H", "H", "H", "H"],
  "coordinates": [[-0.755, 3.086, 1.234], [-3.534, -3.591, -1.506], [1.204, -0.663, 1.565], [2.011, 1.054, -1.475], [-0.352, -0.332, -0.244], [1.803, 0.883, -0.171], [0.717, 0.053, 0.467], [-0.732, 0.108, -1.143], [0.764, -1.564, 1.680], [-2.908, -3.710, -2.231], [1.282, 1.200, -2.263], [-3.040, -3.995, -0.782], [2.206, -0.703, 1.627], [-0.062, 2.421, 1.302], [-0.871, -1.179, 0.200], [3.021, 1.214, -1.815], [-0.945, 3.377, 2.132], [2.390, 1.428, 0.573]],
  "lowdin_charge": [-0.0584, -0.0643, 0.0727, 0.0202, 0.0308, -0.1488, -0.4477, 0.0571, 0.0855, 0.0328, 0.0672, 0.0302, 0.0784, 0.0020, 0.0533, 0.0502, 0.0345, 0.1044],
  "smiles": "C=CC(=C)N.O.O",
  "total_charge": 0,
  "e_above_lowest_ev": 3.181,
  "total_energy_ha": -364.15127,
  "max_force_ev_per_a": 2.68
}

***

{
  "formula": "C4H11NO2",
  "method": "ωB97M-V with the def2-TZVPD basis set",
  "symbols": ["O", "O", "N", "C", "C", "C", "C", "H", "H", "H", "H", "H", "H", "H", "H", "H", "H", "H"],
  "coordinates": [[0.148, -3.027, 0.791], [0.847, 2.615, 0.046], [0.163, -0.663, 0.951], [0.919, 0.030, -0.202], [-0.564, 1.302, -1.908], [0.128, 1.404, -0.350], [-0.560, -1.872, 1.307], [1.953, 0.115, 0.386], [1.007, -0.571, -1.059], [-1.024, 2.338, -2.184], [-1.390, 0.560, -1.745], [0.841, -0.437, 1.697], [-0.180, -3.824, 1.261], [0.159, 3.341, 0.100], [-1.453, -1.763, 0.713], [-0.704, -1.943, 2.311], [0.414, 1.066, -2.502], [-0.703, 1.329, 0.388]],
  "lowdin_charge": [-0.0865, -0.0953, -0.0808, -0.1128, -0.0511, -0.3637, -0.2637, 0.1534, 0.0758, 0.0778, 0.0669, 0.0965, 0.0828, 0.1088, 0.1042, 0.0853, 0.0895, 0.1130],
  "smiles": "C[C@H](O)CNCO",
  "total_charge": 0,
  "e_above_lowest_ev": 3.994,
  "total_energy_ha": -364.12140,
  "max_force_ev_per_a": 6.26
}

***

{
  "formula": "C4H11NO2",
  "method": "ωB97M-V with the def2-TZVPD basis set",
  "symbols": ["O", "O", "N", "C", "C", "C", "C", "H", "H", "H", "H", "H", "H", "H", "H", "H", "H", "H"],
  "coordinates": [[-1.198, 1.273, -1.102], [1.135, -1.926, -0.179], [-3.405, 0.923, -0.518], [-2.047, 1.147, -0.265], [2.378, 0.154, -0.315], [1.298, -0.636, 0.407], [1.594, -0.848, 1.879], [2.111, 0.266, -1.371], [0.851, -1.806, -1.090], [1.762, 0.125, 2.340], [0.738, -1.328, 2.347], [3.330, -0.382, -0.297], [-3.852, 0.616, 0.338], [-1.777, 1.156, 0.803], [2.467, 1.167, 0.078], [2.489, -1.453, 2.003], [-3.924, 1.712, -0.883], [0.372, -0.066, 0.293]],
  "lowdin_charge": [0.0405, -0.0494, 0.0851, -0.4030, -0.0591, -0.5123, -0.0552, 0.0774, 0.0866, 0.0784, 0.0765, 0.0826, 0.0775, 0.1211, 0.0803, 0.0822, 0.0937, 0.0970],
  "smiles": "CC(C)O.NC=O",
  "total_charge": 0,
  "e_above_lowest_ev": 1.033,
  "total_energy_ha": -364.23022,
  "max_force_ev_per_a": 0.75
}

***

Respective frontier orbital gap values: 10.66 10.32 9.62 9.91 10.49 8.79 9.39 10.68 eV.